(1)
A structure of composition C10H25CaF6N6O4S2, computed with wB97M-V/def2-TZVPD.

The LUMO energy is -2.637 eV. As for the strongest force on any atom: 0.11 eV Å⁻¹. For the gap between HOMO and LUMO, the calculation gives 11.04 eV. The charge is +1. The value obtained for the energy relative to the best compared isomer or geometry (same formula, charge and spin) is 0.0000 eV.

Each line ends with the Löwdin charge.
Positions of all 54 atoms, in Å:
Ca1 -0.035 -0.094 -0.218  1.31
S1 2.130 1.547 2.183  0.61
S2 0.621 2.931 0.208  0.60
F1 -1.161 4.810 0.003  0.17
F2 -0.488 4.446 2.031  0.17
F3 2.115 3.988 3.097  0.16
F4 3.009 2.519 4.418  0.17
F5 -1.847 3.056 1.075  0.12
F6 0.854 2.605 4.192  0.15
O1 0.042 2.231 -0.936  -0.41
O2 1.679 3.851 -0.004  -0.21
O3 3.336 1.835 1.473  -0.25
O4 1.961 0.252 2.784  -0.29
N1 -2.578 0.224 0.155  -0.06
N2 -0.023 -0.227 -2.827  -0.05
N3 2.482 -0.359 -0.595  -0.04
N4 0.809 1.798 1.306  -0.38
N5 0.549 -2.604 -0.384  -0.14
N6 -0.405 -1.256 2.039  -0.06
C1 -3.459 0.807 -0.896  -0.23
C2 2.870 -1.678 -0.061  -0.23
C3 -2.790 0.733 -2.260  -0.20
C4 2.021 2.754 3.572  -0.69
C5 -0.809 3.884 0.879  -0.67
C6 0.058 -3.333 0.802  -0.21
C7 -1.196 -0.772 -3.553  -0.24
C8 0.275 -2.564 2.094  -0.23
C9 1.995 -2.775 -0.650  -0.20
C10 -2.436 -0.696 -2.678  -0.20
H1 2.736 -0.307 -1.578  0.09
H2 -1.896 1.359 -2.213  0.08
H3 -3.650 1.849 -0.644  0.12
H4 -4.424 0.297 -0.909  0.12
H5 0.528 -4.319 0.883  0.12
H6 -2.252 -1.315 -1.789  0.09
H7 0.031 0.780 -2.967  0.07
H8 0.040 -0.627 2.703  0.05
H9 -3.279 -1.160 -3.194  0.12
H10 3.914 -1.920 -0.276  0.13
H11 -0.070 -3.175 2.931  0.13
H12 -2.936 -0.688 0.419  0.08
H13 3.037 0.363 -0.138  0.06
H14 -0.984 -1.814 -3.797  0.11
H15 -3.441 1.191 -3.007  0.13
H16 -2.653 0.789 0.995  0.07
H17 2.343 -3.746 -0.283  0.12
H18 2.134 -2.782 -1.734  0.12
H19 0.052 -2.972 -1.187  0.10
H20 1.335 -2.381 2.261  0.10
H21 0.822 -0.590 -3.255  0.08
H22 -1.368 -1.364 2.341  0.09
H23 -1.014 -3.499 0.665  0.12
H24 2.774 -1.631 1.022  0.09
H25 -1.360 -0.250 -4.498  0.12

Atoms 1-3, force components in eV/Å:
0.074 -0.037 -0.005
0.003 0.005 -0.084
0.009 -0.033 0.010

(2)
A structure of composition C42H55N4O4P2Sr, computed with wB97M-V/def2-TZVPD.

The LUMO energy is -2.205 eV. As for the strongest force on any atom: 0.35 eV Å⁻¹. For the gap between HOMO and LUMO, the calculation gives 8.38 eV. The charge is +1. The value obtained for the energy relative to the best compared isomer or geometry (same formula, charge and spin) is 0.1528 eV.

Each line ends with the Löwdin charge.
Positions of all 108 atoms, in Å:
Sr1 -0.793 0.449 0.275  1.26
P1 -0.099 1.497 -2.662  1.02
P2 0.949 -2.226 -0.579  1.06
O1 -3.097 0.187 -0.705  -0.15
O2 -2.813 1.818 0.770  -0.15
O3 1.192 1.028 7.633  -0.04
O4 -1.776 5.628 4.925  -0.05
N1 -2.664 -1.152 1.862  -0.01
N2 2.720 -0.338 1.041  0.09
N3 0.275 2.562 1.614  0.03
N4 0.046 0.097 2.815  0.03
C1 0.636 -3.931 -2.855  -0.08
C2 2.383 -2.680 0.437  -0.33
C3 1.735 1.141 -4.920  -0.09
C4 -1.420 0.709 -3.695  -0.54
C5 1.537 1.052 -3.408  -0.55
C6 0.656 -0.093 5.530  -0.17
C7 0.290 -1.083 3.389  -0.13
C8 1.381 -2.961 -2.197  -0.38
C9 -2.749 -3.917 -0.224  -0.08
C10 3.845 -4.374 1.367  -0.08
C11 -4.562 0.262 1.182  -0.10
C12 0.115 1.186 3.579  -0.20
C13 -3.831 -0.394 2.358  -0.23
C14 -0.882 4.754 2.902  -0.16
C15 -0.691 3.554 3.569  0.06
C16 -0.110 2.489 2.894  -0.21
C17 -1.452 -4.820 1.581  -0.07
C18 4.117 -2.064 1.996  -0.03
C19 0.056 4.054 -4.091  -0.10
C20 -0.294 3.337 -2.786  -0.55
C21 2.157 -3.866 -4.721  -0.07
C22 -2.650 -4.746 0.886  -0.07
C23 -1.544 5.928 3.566  -0.20
C24 -1.655 -3.167 -0.630  -0.14
C25 2.802 -4.010 0.540  -0.10
C26 3.077 -1.686 1.141  -0.33
C27 0.599 -1.227 4.726  0.00
C28 4.489 -3.388 2.110  -0.07
C29 -0.431 -3.262 0.040  -0.38
C30 0.958 -0.211 7.005  -0.21
C31 -1.764 1.298 -5.062  -0.10
C32 -0.348 -4.090 1.158  -0.10
C33 2.634 1.816 -2.662  -0.12
C34 0.109 3.731 0.990  -0.12
C35 2.917 -2.907 -4.063  -0.07
C36 -0.455 4.841 1.584  0.01
C37 1.023 -4.379 -4.113  -0.07
C38 0.411 1.134 4.938  0.06
C39 -1.703 3.697 -2.303  -0.11
C40 -3.466 0.837 0.313  -0.76
C41 2.530 -2.457 -2.813  -0.12
C42 -1.100 -0.782 -3.809  -0.12
H1 3.617 1.416 -2.916  0.08
H2 -0.169 5.117 -3.987  0.08
H3 0.444 3.773 -0.038  0.09
H4 -1.955 3.237 -1.344  0.05
H5 0.434 -5.134 -4.615  0.11
H6 -2.263 -1.688 2.623  0.07
H7 3.384 0.297 1.458  0.10
H8 -1.979 -1.332 -4.149  0.09
H9 -2.461 3.381 -3.020  0.08
H10 -2.482 6.138 3.037  0.14
H11 -0.293 -0.978 -4.516  0.07
H12 -2.302 0.798 -3.051  0.08
H13 -2.526 0.677 -5.536  0.09
H14 3.813 -2.512 -4.524  0.11
H15 0.415 3.705 -2.036  0.07
H16 -3.502 -5.328 1.207  0.11
H17 -5.225 1.043 1.549  0.12
H18 2.637 2.874 -2.928  0.07
H19 -5.137 -0.472 0.618  0.12
H20 -1.769 -2.508 -1.482  0.09
H21 3.138 -1.717 -2.303  0.10
H22 2.750 0.823 -5.172  0.08
H23 0.798 -2.212 5.129  0.12
H24 -1.793 4.780 -2.192  0.08
H25 -0.570 5.756 1.017  0.13
H26 -0.905 1.331 -5.732  0.07
H27 2.291 -4.767 -0.044  0.12
H28 0.470 2.036 5.529  0.12
H29 5.304 -3.654 2.770  0.11
H30 0.239 -1.952 2.742  0.09
H31 -1.020 3.451 4.591  0.12
H32 -2.171 2.303 -4.984  0.06
H33 -0.510 3.681 -4.941  0.06
H34 1.630 -0.006 -3.134  0.06
H35 -0.895 6.805 3.456  0.13
H36 4.156 -5.407 1.435  0.11
H37 -3.461 0.387 3.025  0.11
H38 1.115 3.972 -4.329  0.06
H39 -1.368 -5.461 2.449  0.11
H40 2.120 1.265 7.539  0.10
H41 -0.250 -4.348 -2.396  0.10
H42 1.051 0.490 -5.460  0.06
H43 1.792 -0.906 7.151  0.13
H44 2.464 -0.037 0.113  0.04
H45 -3.681 -3.839 -0.768  0.12
H46 1.606 2.151 -5.301  0.06
H47 0.089 -0.652 7.498  0.14
H48 4.647 -1.301 2.553  0.11
H49 2.515 1.754 -1.575  0.05
H50 -0.787 -1.205 -2.854  0.02
H51 -2.985 -1.831 1.174  0.06
H52 0.587 -4.181 1.697  0.09
H53 2.454 -4.215 -5.700  0.11
H54 -2.262 6.352 5.329  0.10
H55 -4.526 -1.024 2.922  0.11

Atoms 1-3, force components in eV/Å:
-0.047 -0.130 0.320
0.017 0.083 -0.086
-0.108 -0.057 -0.121

(3)
A structure of composition C6H12N2O2 in a non-equilibrium geometry, computed with wB97M-V/def2-TZVPD.

The LUMO energy is 0.738 eV. As for the strongest force on any atom: 5.11 eV Å⁻¹. For the gap between HOMO and LUMO, the calculation gives 10.06 eV. The charge is 0. The value obtained for the energy relative to the best compared isomer or geometry (same formula, charge and spin) is 4.7416 eV.

Each line ends with the Löwdin charge.
Positions of all 22 atoms, in Å:
O1 3.672 0.345 2.416  -0.12
O2 4.242 -1.837 3.457  0.12
N1 1.249 -0.687 2.880  -0.02
N2 3.302 -0.129 4.741  0.00
C1 5.636 0.897 5.539  -0.08
C2 4.130 0.678 5.600  -0.40
C3 3.437 -0.529 6.124  0.00
C4 3.551 -0.849 3.601  -0.38
C5 3.877 2.145 5.915  -0.09
C6 5.386 2.251 6.255  -0.15
H1 3.149 2.362 6.708  0.11
H2 5.921 3.121 5.856  0.10
H3 2.543 -0.410 6.740  0.12
H4 3.605 2.703 5.009  0.11
H5 4.040 -1.423 6.310  0.13
H6 5.568 2.183 7.335  0.11
H7 6.262 0.151 6.044  0.12
H8 1.984 0.146 2.198  0.17
H9 0.901 -1.416 2.267  0.01
H10 5.991 1.038 4.509  0.12
H11 3.515 1.116 2.983  0.04
H12 0.594 -0.133 3.422  0.00

Atoms 1-3, force components in eV/Å:
-0.232 -2.135 2.103
-2.944 1.580 -0.297
3.476 2.875 -2.361

(4)
The molecule C5H5NO in a non-equilibrium geometry, computed with wB97M-V/def2-TZVPD.

The LUMO energy is 1.029 eV. As for the strongest force on any atom: 1.18 eV Å⁻¹. For the gap between HOMO and LUMO, the calculation gives 9.27 eV. The charge is 0. The value obtained for the energy relative to the best compared isomer or geometry (same formula, charge and spin) is 2.8881 eV.

Each line ends with the Löwdin charge.
Positions of all 12 atoms, in Å:
O1 0.073 1.893 -0.994  -0.03
N1 0.885 -1.174 0.697  0.04
C1 1.139 1.326 -0.357  -0.05
C2 -0.988 1.028 -0.931  -0.06
C3 -0.596 -1.419 0.527  -0.09
C4 -0.641 -0.063 -0.210  -0.13
C5 0.706 0.130 0.138  -0.25
H1 1.204 -1.222 1.645  0.10
H2 -1.216 -1.453 1.452  0.12
H3 -0.827 -2.307 -0.080  0.11
H4 2.089 1.882 -0.373  0.12
H5 -1.829 1.378 -1.514  0.12

Atoms 1-3, force components in eV/Å:
-0.143 -0.274 -0.147
-0.207 -0.222 0.018
0.888 -0.519 0.578

(5)
A structure of composition CH2INS in a non-equilibrium geometry, computed with wB97M-V/def2-TZVPD.

The LUMO energy (alpha / beta) is -2.310 / -2.309 eV. As for the strongest force on any atom: 2.55 eV Å⁻¹. For the gap between HOMO and LUMO (alpha / beta), the calculation gives 6.13 / 6.12 eV. The charge is 0. The value obtained for the energy relative to the best compared isomer or geometry (same formula, charge and spin) is 3.6556 eV.

Each line ends with the Löwdin charge.
Positions of all 6 atoms, in Å:
I1 -1.256 -0.705 1.537  0.52
S1 -2.567 -0.269 -0.281  -0.31
N1 0.411 -0.102 -1.455  0.08
C1 1.000 0.260 -0.470  -0.31
H1 0.377 0.245 0.669  -0.13
H2 2.035 0.572 0.000  0.14

Atoms 1-3, force components in eV/Å:
0.143 0.484 -0.008
0.700 -0.164 -0.087
0.767 0.957 1.596

(6)
A cluster of 2 separate species, C6H10 in total, computed with wB97M-V/def2-TZVPD.

The LUMO energy (alpha / beta) is -0.467 / -0.466 eV. As for the strongest force on any atom: 0.72 eV Å⁻¹. For the gap between HOMO and LUMO (alpha / beta), the calculation gives 7.31 / 7.32 eV. The charge is 0. The value obtained for the energy relative to the best compared isomer or geometry (same formula, charge and spin) is 4.2820 eV.

Each line ends with the Löwdin charge.
Positions of all 16 atoms, in Å:
C1 -0.231 -0.579 1.309  -0.10
C2 -0.277 0.435 -2.178  -0.05
C3 1.303 0.545 -0.079  -0.14
C4 1.260 -0.452 1.120  -0.17
C5 -0.048 0.283 -0.712  -0.28
C6 -0.944 -0.229 0.200  -0.06
H1 -3.474 -0.583 1.960  0.03
H2 0.562 0.025 -2.752  0.08
H3 -2.972 -0.557 1.379  -0.02
H4 2.120 0.363 -0.789  0.11
H5 1.421 1.571 0.294  0.12
H6 -0.663 -0.793 2.289  0.08
H7 -1.209 -0.053 -2.476  0.08
H8 1.760 -1.391 0.851  0.11
H9 1.742 -0.083 2.033  0.11
H10 -0.350 1.498 -2.450  0.09

Atoms 1-3, force components in eV/Å:
-0.019 0.063 -0.095
-0.042 -0.046 0.032
0.044 -0.024 -0.062

(7)
A structure of composition C33H32FIN7O4RhS2 in a non-equilibrium geometry, computed with wB97M-V/def2-TZVPD.

The LUMO energy (alpha / beta) is -5.295 / -4.892 eV. As for the spin multiplicity: 2. As for the strongest force on any atom: 1.69 eV Å⁻¹. For the gap between HOMO and LUMO (alpha / beta), the calculation gives 3.70 / 4.46 eV. Its expectation value of S² is 0.80. The charge is +1. The value obtained for the energy relative to the best compared isomer or geometry (same formula, charge and spin) is 3.0090 eV.

Each line ends with the Löwdin charge.
Positions of all 81 atoms, in Å:
I1 -3.719 7.096 -1.818  0.88
Rh1 -1.190 2.760 1.410  0.90
S1 -1.846 2.580 3.765  0.70
S2 4.648 -1.458 0.481  0.96
F1 -0.492 -4.132 1.192  0.05
O1 -0.067 3.212 -0.357  -0.15
O2 -1.891 4.794 1.981  -0.23
O3 -0.766 3.365 -2.488  0.07
O4 -1.436 0.733 0.495  -0.08
N1 0.754 1.749 2.120  0.02
N2 -2.943 3.272 -0.031  -0.01
N3 0.279 -0.625 -2.967  0.02
N4 0.962 -5.027 -1.098  -0.07
N5 3.494 -2.507 2.605  0.15
N6 -2.344 5.103 3.172  -0.20
N7 3.506 -5.739 -0.863  -0.07
C1 3.517 -1.432 1.795  -0.58
C2 3.086 -5.410 -2.241  -0.18
C3 -0.386 1.216 -1.592  -0.02
C4 -0.633 -1.989 0.310  0.07
C5 0.492 -3.742 -0.971  -0.13
C6 1.977 -1.149 -4.814  -0.08
C7 0.158 -1.495 -1.899  -0.13
C8 2.568 -6.661 -0.220  -0.20
C9 2.612 -0.357 1.943  -0.24
C10 -0.206 -3.277 0.177  -0.18
C11 -4.127 2.663 -0.014  -0.11
C12 1.539 -0.378 2.864  0.02
C13 -3.245 6.747 4.616  -0.05
C14 -2.788 4.548 5.429  -0.09
C15 1.803 1.813 1.286  -0.09
C16 2.721 0.806 1.155  0.00
C17 -0.785 0.360 -0.515  -0.29
C18 0.066 0.693 -2.761  0.05
C19 -2.358 4.171 4.154  -0.64
C20 -0.430 -1.043 -0.705  -0.06
C21 -3.223 5.832 5.668  -0.06
C22 -5.190 4.547 -1.024  -0.12
C23 1.256 -5.905 0.036  -0.13
C24 -2.842 4.490 -0.560  -0.22
C25 -0.434 2.747 -1.491  -0.62
C26 0.909 -0.306 -5.445  -0.08
C27 -2.803 6.354 3.381  0.00
C28 0.571 -1.169 -4.274  -0.25
C29 -5.272 3.263 -0.507  -0.05
C30 0.651 0.665 2.904  -0.13
C31 0.632 -2.805 -1.997  0.06
C32 1.559 -5.511 -2.327  -0.14
C33 -3.948 5.159 -1.057  -0.69
H1 -3.558 6.121 6.654  0.11
H2 4.365 -3.002 2.726  0.12
H3 -6.217 2.740 -0.480  0.11
H4 1.260 -6.553 -2.449  0.13
H5 -0.173 0.647 3.604  0.06
H6 0.250 1.368 -3.584  0.14
H7 -2.781 6.997 2.514  0.14
H8 0.969 0.766 -5.330  0.10
H9 3.538 -6.075 -2.983  0.12
H10 -3.599 7.757 4.756  0.11
H11 1.890 2.719 0.701  0.12
H12 0.439 -6.613 0.197  0.13
H13 1.186 -4.969 -3.190  0.11
H14 0.513 -0.610 -6.403  0.11
H15 2.957 -2.410 3.457  0.12
H16 -1.156 -1.686 1.205  0.14
H17 -1.858 4.935 -0.585  0.09
H18 3.410 -4.387 -2.456  0.10
H19 -0.030 -2.047 -4.472  0.15
H20 1.369 -1.222 3.520  0.12
H21 2.985 -6.989 0.733  0.12
H22 -6.071 5.055 -1.390  0.10
H23 2.341 -2.016 -5.348  0.10
H24 1.379 -5.305 0.926  0.11
H25 4.442 -6.127 -0.870  0.10
H26 2.724 -0.641 -4.219  0.11
H27 -4.147 1.666 0.406  0.11
H28 1.157 -3.078 -2.897  0.09
H29 4.846 -2.826 0.501  -0.06
H30 -2.769 3.805 6.212  0.11
H31 2.393 -7.557 -0.825  0.11
H32 3.547 0.917 0.467  0.10

Atoms 1-3, force components in eV/Å:
-0.021 -0.234 0.089
0.265 -0.149 0.166
-0.202 -0.590 -0.907

(8)
The molecule C3H3FOS in a non-equilibrium geometry, computed with wB97M-V/def2-TZVPD.

The LUMO energy is -1.040 eV. As for the strongest force on any atom: 3.91 eV Å⁻¹. For the gap between HOMO and LUMO, the calculation gives 8.05 eV. The charge is 0. The value obtained for the energy relative to the best compared isomer or geometry (same formula, charge and spin) is 1.0388 eV.

Each line ends with the Löwdin charge.
Positions of all 9 atoms, in Å:
S1 -1.373 -2.276 -0.643  0.81
F1 -0.767 1.485 0.637  -0.06
O1 1.579 -0.922 -0.481  0.10
C1 0.543 -0.351 -0.309  -0.43
C2 -0.858 -0.836 -0.856  -0.63
C3 0.468 0.804 0.648  -0.11
H1 0.742 0.552 1.652  0.13
H2 1.235 1.552 0.377  0.14
H3 -1.569 -0.008 -1.025  0.06

Atoms 1-3, force components in eV/Å:
-0.615 -2.720 0.046
0.596 -0.697 0.077
0.052 0.024 -0.236